1.
# C29H44BrFeN3P2S

C29H44BrFeN3P2S as an isolated structure (ωB97M-V with the def2-TZVPD basis set, the Open Molecules 2025 dataset).

Geometry (Å):
C1 1.65138 -3.45740 -8.83585
C2 2.61912 -3.04568 -7.89558
C3 3.97230 -3.08620 -8.29586
C4 4.29007 -3.50948 -9.59701
N1 3.34923 -3.87782 -10.46500
C5 2.06500 -3.86440 -10.11392
C6 2.22869 -2.59331 -6.57602
C7 1.87327 -2.17586 -5.48647
C8 1.55705 -1.66822 -4.22106
C9 0.56662 -0.66597 -4.12758
C10 0.38244 -0.04477 -2.89974
C11 1.14993 -0.49133 -1.79937
C12 2.06208 -1.54127 -1.86041
C13 2.26972 -2.14777 -3.10440
Fe1 -0.03402 0.07634 -0.50980
P1 0.72115 2.30176 -0.70774
H1 4.77698 -2.79847 -7.62519
H2 0.59206 -3.46613 -8.59535
H3 5.32746 -3.54804 -9.93620
H4 1.33721 -4.18425 -10.86284
H5 2.98897 -2.97108 -3.22457
H6 -0.01065 -0.38861 -5.01859
H7 2.60042 -1.87694 -0.97679
H8 -0.34408 0.77463 -2.84260
C14 0.77608 3.05919 0.95825
C15 1.63211 4.32340 1.11171
H9 1.12050 2.25775 1.63272
H10 -0.26806 3.25784 1.24701
H11 1.52355 4.71466 2.13185
H12 2.69712 4.12444 0.95466
H13 1.33079 5.12183 0.42307
C16 2.42848 2.35271 -1.38928
C17 2.58795 2.93210 -2.79399
H14 2.74789 1.29790 -1.39526
H15 3.08871 2.86912 -0.67634
H16 3.63312 2.81555 -3.11496
H17 1.96266 2.41282 -3.53513
H18 2.35459 4.00498 -2.83001
C18 -0.39859 3.34614 -1.73139
C19 -0.27310 4.86899 -1.63035
H19 -1.42145 3.04807 -1.44983
H20 -0.27559 3.02550 -2.77763
H21 -0.93737 5.34045 -2.36732
H22 -0.57204 5.24160 -0.64495
H23 0.74094 5.22328 -1.84324
Br1 1.16784 -0.73153 1.24737
P2 5.59071 -0.66790 0.91018
C20 5.09188 1.04664 0.49686
C21 5.96248 2.01370 1.31376
H24 4.01861 1.17455 0.70780
H25 5.25257 1.19264 -0.58311
H26 5.94695 3.02071 0.87936
H27 5.61731 2.08372 2.35406
H28 7.00929 1.67489 1.33456
C22 4.28287 -1.30876 1.99843
C23 4.78662 -2.36735 2.97865
H29 3.51165 -1.72873 1.33973
H30 3.84530 -0.45610 2.53402
H31 4.03257 -2.54013 3.75646
H32 4.96575 -3.31863 2.46252
H33 5.71961 -2.05244 3.46327
C24 5.39887 -1.59734 -0.66224
C25 6.78453 -1.70913 -1.31605
H34 4.66548 -1.10224 -1.31755
H35 5.01048 -2.59654 -0.40856
H36 6.78218 -2.47358 -2.10107
H37 7.09486 -0.75556 -1.76133
H38 7.53944 -1.99027 -0.56897
C26 -4.08286 1.50885 1.79983
N2 -3.80943 0.08916 1.57800
C27 -4.40933 -0.93853 2.29006
C28 -3.92174 -2.10888 1.80915
N3 -3.01918 -1.77807 0.80497
C29 -2.96711 -0.42581 0.64089
S1 -2.24354 0.43790 -0.63909
H39 -3.64549 1.85099 2.74704
H40 -3.65236 2.07261 0.96952
H41 -5.16691 1.65349 1.83922
H42 -5.15886 -0.73565 3.03986
H43 -4.16166 -3.12231 2.06772
H44 -2.47856 -2.42821 0.24351

## Properties
**2S+1**: 5
**Energy**: -169083.41070 eV
**HOMO (spin up / spin down)**: -12.60 / -12.60 eV
**Kohn-Sham gap (spin up / spin down)**: 6.46 / 3.82 eV
**Energy relative to the best compared isomer or geometry (same formula, charge and spin)**: 0.0 kJ/mol
**Net charge**: +2
**E_LUMO (spin up / spin down)**: -0.2256 / -0.3227 Ha

2.
# C30H90O15

A 15-piece molecular cluster, C30H90O15 overall (ωB97M-V with the def2-TZVPD basis set, the Open Molecules 2025 dataset).

Geometry (Å):
C1 -20.62035 10.86707 -12.14950
C2 -19.10152 10.68096 -12.26192
O1 -18.47854 10.81727 -10.97308
H1 -21.10162 10.76046 -13.12167
H2 -20.81796 11.84220 -11.70432
H3 -21.01859 10.10528 -11.47930
H4 -18.69934 11.45144 -12.91974
H5 -18.93574 9.69102 -12.68695
H6 -18.79034 10.15760 -10.34921
C3 -23.09894 7.52342 -9.72170
C4 -23.15472 9.06447 -9.71448
O2 -22.02469 9.66625 -9.17557
H7 -22.85906 7.06381 -8.76290
H8 -22.41468 7.11400 -10.46485
H9 -24.04864 7.06100 -9.99064
H10 -24.05038 9.44688 -9.22495
H11 -23.27941 9.44756 -10.72730
H12 -22.27888 10.57497 -8.99887
C5 -26.93905 12.81260 -7.34206
C6 -25.66406 13.46451 -6.74761
O3 -24.85714 13.83446 -7.79470
H13 -27.55835 12.23985 -6.65174
H14 -26.65075 12.12824 -8.13995
H15 -27.55876 13.63853 -7.69120
H16 -25.14449 12.75594 -6.10257
H17 -26.02026 14.28659 -6.12680
H18 -25.08828 14.76432 -7.85403
C7 -18.85113 10.96552 -4.24619
C8 -18.84633 12.31152 -4.97070
O4 -19.22769 13.33352 -3.97035
H19 -18.80548 10.15711 -4.97591
H20 -19.68345 10.75211 -3.57552
H21 -17.94501 10.82517 -3.65681
H22 -19.57417 12.24372 -5.77925
H23 -17.87857 12.53088 -5.42172
H24 -19.85495 12.93316 -3.36384
C9 -20.10278 16.64953 -4.64738
C10 -19.35227 15.85623 -5.68422
O5 -18.08249 15.48897 -5.24465
H25 -20.53215 15.96923 -3.91190
H26 -20.92849 17.18398 -5.11711
H27 -19.47302 17.40109 -4.17129
H28 -19.20882 16.46939 -6.57392
H29 -19.94175 15.02648 -6.07428
H30 -18.28578 14.70757 -4.72533
C11 -20.36688 12.40324 -8.48970
C12 -21.70743 13.08842 -8.21901
O6 -22.76361 12.25417 -8.53756
H31 -19.57782 13.08524 -8.17292
H32 -20.24208 12.28902 -9.56649
H33 -20.34913 11.44068 -7.97855
H34 -21.72736 14.10329 -8.61618
H35 -21.75275 13.30059 -7.15082
H36 -23.54826 12.77063 -8.33958
C13 -24.39314 8.69360 -5.86031
C14 -23.27378 9.68162 -6.17083
O7 -22.06156 9.00144 -6.42431
H37 -24.64999 8.06528 -6.71315
H38 -25.35266 9.17357 -5.66782
H39 -24.22294 8.01797 -5.02207
H40 -23.10233 10.39647 -5.36604
H41 -23.45912 10.30672 -7.04433
H42 -21.82293 9.09006 -7.34995
C15 -15.73104 14.64584 -12.06265
C16 -16.87852 13.64005 -12.36249
O8 -17.77081 13.49723 -11.24451
H43 -15.06583 14.75566 -12.91911
H44 -15.07935 14.33838 -11.24481
H45 -16.02987 15.64238 -11.73750
H46 -16.48767 12.68409 -12.71102
H47 -17.52204 13.95271 -13.18482
H48 -17.99844 12.56462 -11.24963
C17 -22.34888 13.33817 -4.15237
C18 -22.48307 13.26862 -2.66425
O9 -21.30396 12.74136 -2.08445
H49 -21.57351 14.05686 -4.41765
H50 -23.22698 13.81276 -4.59033
H51 -22.17467 12.38460 -4.65082
H52 -23.31299 12.59036 -2.46598
H53 -22.76621 14.25115 -2.28667
H54 -21.32589 12.73251 -1.12474
C19 -17.84013 7.20604 -10.53116
C20 -19.28034 7.43753 -10.20092
O10 -19.38351 8.71079 -9.53160
H55 -17.26010 7.12555 -9.61181
H56 -17.44728 8.14341 -10.92498
H57 -17.51720 6.34520 -11.11662
H58 -19.68353 6.61839 -9.60548
H59 -19.95943 7.42059 -11.05335
H60 -20.32359 8.81430 -9.36690
C21 -23.43597 16.51047 -7.23667
C22 -24.58536 17.39940 -7.82916
O11 -25.66652 16.49276 -7.94631
H61 -23.82966 15.79514 -6.51458
H62 -22.68322 17.15837 -6.78757
H63 -22.92487 16.02656 -8.06896
H64 -24.26743 17.77930 -8.80008
H65 -24.88708 18.22634 -7.18632
H66 -26.25864 16.74511 -8.65857
C23 -16.92718 11.24651 -8.14891
C24 -15.63552 10.70613 -8.83504
O12 -14.91621 10.06558 -7.89858
H67 -17.70956 10.50846 -7.97205
H68 -17.31656 12.12880 -8.65689
H69 -16.62890 11.55931 -7.14827
H70 -15.05382 11.50759 -9.29045
H71 -15.80874 10.04626 -9.68514
H72 -14.01853 9.90760 -8.19992
C25 -16.26281 14.75243 -8.16953
C26 -15.50150 15.61633 -7.19427
O13 -16.24049 16.79713 -6.93539
H73 -16.21177 15.23704 -9.14454
H74 -17.29649 14.58385 -7.86754
H75 -15.80340 13.76660 -8.24155
H76 -14.58215 16.04306 -7.59527
H77 -15.23503 15.09131 -6.27696
H78 -16.89375 16.59311 -6.26217
C27 -24.49029 14.86840 -11.83085
C28 -23.10078 15.01988 -11.24763
O14 -22.31271 15.71170 -12.14405
H79 -24.39017 14.30787 -12.76031
H80 -25.04472 15.74684 -12.16110
H81 -25.20031 14.37782 -11.16504
H82 -22.57062 14.12292 -10.92750
H83 -23.17007 15.58276 -10.31679
H84 -21.41115 15.61877 -11.82758
C29 -20.37208 17.25361 -9.58669
C30 -19.30274 16.54564 -10.36393
O15 -19.92273 15.36773 -10.85442
H85 -20.71286 16.53644 -8.83994
H86 -21.20646 17.54115 -10.22640
H87 -19.87653 18.07649 -9.07153
H88 -18.50449 16.20604 -9.70395
H89 -18.75659 17.07641 -11.14373
H90 -19.21027 14.74801 -11.02747

## Properties
**Energy**: -63278.98911 eV
**HOMO**: -9.32 eV
**Kohn-Sham gap**: 9.75 eV
**Energy relative to the best compared isomer or geometry (same formula, charge and spin)**: 416.6 kJ/mol
**E_LUMO**: 0.0157 Ha

3.
# C29H28IN8O2Ti

C29H28IN8O2Ti as an isolated structure (ωB97M-V with the def2-TZVPD basis set, the Open Molecules 2025 dataset).

Geometry (Å):
Ti1 -0.22559 -0.10106 -0.28028
C1 0.54018 3.65931 1.68645
C2 0.27684 2.74309 0.71089
N1 0.28601 1.40690 0.94441
C3 0.62404 1.02695 2.23670
C4 0.88048 2.00219 3.20141
N2 0.84003 3.29792 2.96570
C5 0.69520 -0.39859 2.42639
C6 0.99811 -1.08109 3.59971
C7 1.04921 -2.47504 3.58534
C8 0.77884 -3.15752 2.39850
C9 0.45356 -2.43419 1.25627
N3 0.42753 -1.08034 1.28509
C10 0.08085 -2.96012 -0.03380
C11 0.18443 -4.29130 -0.43379
N4 -0.14067 -4.72200 -1.63786
C12 -0.62634 -3.77987 -2.49385
C13 -0.75611 -2.46606 -2.14665
N5 -0.39305 -2.00468 -0.92184
C14 1.37246 -3.21841 4.81804
C15 0.72196 -4.40830 5.13696
C16 1.05265 -5.06304 6.31174
N6 1.97216 -4.62363 7.16654
C17 2.59588 -3.49069 6.85832
C18 2.33515 -2.75653 5.71296
H1 0.50794 4.72098 1.47598
H2 0.04006 3.05773 -0.29760
H3 1.14112 1.71010 4.21366
H4 1.15694 -0.53984 4.52166
H5 0.82005 -4.23702 2.37005
H6 0.56239 -5.03893 0.25614
H7 -0.91184 -4.12922 -3.47793
H8 -1.17817 -1.74170 -2.83607
H9 -0.04856 -4.80238 4.48750
H10 0.55192 -5.98395 6.59057
H11 3.34675 -3.15750 7.56704
H12 2.89021 -1.85081 5.50647
O1 -0.83796 0.86414 -1.70826
C19 -1.30591 1.52507 -2.66905
C20 -0.96154 2.96055 -2.90794
C21 -2.06428 3.80407 -2.22619
C22 -3.50549 3.44596 -2.63128
C23 -4.04857 2.14424 -2.00786
C24 -3.62033 0.84398 -2.71745
N7 -2.33567 1.01252 -3.43004
H13 -0.94686 3.17061 -3.98166
H14 0.02088 3.20750 -2.50195
H15 -1.87431 4.85705 -2.44736
H16 -1.97725 3.67941 -1.14369
H17 -3.59154 3.42209 -3.72407
H18 -4.14405 4.26116 -2.28773
H19 -5.13921 2.18108 -1.99191
H20 -3.72340 2.09946 -0.96479
H21 -4.35458 0.53415 -3.46049
H22 -3.51287 0.04429 -1.98606
H23 -2.47848 1.59056 -4.24442
O2 1.64818 -0.05381 -0.97301
N8 1.98926 0.67337 -2.00689
C25 1.68527 0.25984 -3.25126
C26 2.05608 1.00338 -4.34538
C27 2.74922 2.19560 -4.17468
C28 3.03997 2.60109 -2.87847
C29 2.64956 1.82925 -1.81118
H24 1.14698 -0.67609 -3.30641
H25 1.80696 0.64450 -5.33376
H26 3.05687 2.78765 -5.02425
H27 3.57124 3.52281 -2.68856
H28 2.83456 2.08519 -0.77805
I1 -2.73536 -0.15205 0.87327

## Properties
**2S+1**: 4
**Energy**: -77759.90697 eV
**HOMO (spin up / spin down)**: -5.32 / -7.75 eV
**Kohn-Sham gap (spin up / spin down)**: 4.35 / 6.78 eV
**Energy relative to the best compared isomer or geometry (same formula, charge and spin)**: 109.3 kJ/mol
**E_LUMO (spin up / spin down)**: -0.0356 / -0.0353 Ha